# 1
The following is a DFT calculation (ωB97M-V with the def2-TZVPD basis set) of an isolated ion of composition C2H3NOPS and charge +1 at a distorted geometry.

Properties
**Frontier orbital gap**: 8.77 eV
**Net charge**: +1
**SMILES string**: CC#[N+]OP=S
**LUMO energy**: -5.90 eV
**Strongest force on any atom**: 0.1263 Eh/bohr
**Relative energy (zero: lowest compared OMol25 entry of this formula, charge and spin)**: 118.49 kJ/mol

The geometry in XYZ format:
```
9
Properties=species:S:1:pos:R:3:mulliken_charge:R:1
S -4.17 -0.11 0.34 0.04
P -3.16 0.71 -0.97 0.45
O -1.68 -0.47 -0.77 -0.46
N -0.49 -0.36 -0.37 0.38
C 0.65 -0.11 -0.13 0.49
C 1.99 0.06 0.35 -0.78
H 1.91 -0.69 1.26 0.27
H 2.21 1.15 0.65 0.31
H 2.75 -0.18 -0.36 0.31
```

# 2
The following is a DFT calculation (ωB97M-V with the def2-TZVPD basis set) of C4H5N in the gas phase at a distorted geometry.

Properties
**Frontier orbital gap (alpha / beta)**: 8.14 / 9.35 eV
**Net charge**: 0
**LUMO energy (alpha / beta)**: -0.01 / 0.15 eV
**Strongest force on any atom**: 0.0963 Eh/bohr
**Relative energy (zero: lowest compared OMol25 entry of this formula, charge and spin)**: 521.35 kJ/mol

The geometry in XYZ format:
```
10
Properties=species:S:1:pos:R:3:mulliken_charge:R:1
N 1.83 0.61 0.02 -0.49
C -1.00 0.51 0.07 -0.22
C 1.30 -0.50 0.01 -0.02
C -0.16 -0.87 -0.06 -0.37
C -0.65 1.73 -0.01 -0.35
H 1.90 -1.43 0.07 0.35
H -0.34 -1.45 0.90 0.29
H -2.03 0.01 0.34 0.21
H -0.69 2.79 -0.29 0.33
H -0.16 -1.40 -1.04 0.30
```

# 3
The following is a DFT calculation (ωB97M-V with the def2-TZVPD basis set) of an isolated ion of composition C6H15N3 and charge +2 at a distorted geometry.

Properties
**Frontier orbital gap**: 6.93 eV
**Net charge**: +2
**LUMO energy**: -9.01 eV
**Strongest force on any atom**: 0.0816 Eh/bohr
**Relative energy (zero: lowest compared OMol25 entry of this formula, charge and spin)**: 563.05 kJ/mol

The geometry in XYZ format:
```
24
Properties=species:S:1:pos:R:3:mulliken_charge:R:1
N 3.09 0.09 -0.13 -0.01
N 0.75 -0.25 -0.17 -0.25
N 0.28 1.09 0.19 -0.33
C 4.27 -0.35 -0.22 -0.13
C -1.05 1.53 -0.34 -0.63
C -2.88 -1.51 -0.07 -0.99
C -2.78 -0.11 -0.43 0.15
C 1.95 -0.54 0.56 -0.62
C -2.19 0.82 0.51 -0.53
H 2.89 0.84 -0.80 0.35
H -4.02 -1.75 0.09 0.39
H 2.01 -1.58 0.40 0.42
H 1.71 -0.41 1.69 0.37
H -1.84 0.37 1.36 0.37
H -3.06 0.34 -1.47 0.40
H -2.63 -1.81 0.99 0.32
H 0.54 1.14 1.16 0.25
H 0.73 -0.22 -1.16 0.26
H -2.83 1.53 0.83 0.53
H 4.53 -1.00 0.52 0.33
H -1.20 2.54 -0.13 0.30
H -0.96 1.36 -1.46 0.47
H 5.01 0.00 -0.98 0.26
H -2.33 -2.13 -0.93 0.32
```

# 4
The following is a DFT calculation (ωB97M-V with the def2-TZVPD basis set) of a 2-piece molecular cluster, C18H34Br2ClF3O4S overall at a distorted geometry.

Properties
**Frontier orbital gap**: 5.95 eV
**Net charge**: 0
**LUMO energy**: -1.71 eV
**Strongest force on any atom**: 0.0248 Eh/bohr

The geometry in XYZ format:
```
63
Properties=species:S:1:pos:R:3:mulliken_charge:R:1
Br 5.31 -3.58 -1.52 -0.01
Br 3.02 -2.91 -5.33 -0.11
Cl 4.17 0.81 4.14 1.68
S 2.01 -0.03 -3.74 0.04
F 3.39 -4.64 -3.35 -0.22
F 5.19 -2.02 -3.70 -0.29
F 1.99 -3.03 -2.82 -0.20
O 4.21 -0.44 3.41 -0.66
O 5.18 1.70 3.60 -0.68
O 4.42 0.56 5.53 -0.68
O 2.86 1.41 3.98 -0.64
C 3.56 0.01 -2.78 -0.70
C -1.18 -0.30 2.23 0.25
C 0.22 -0.08 2.85 -0.37
C -3.08 1.23 0.19 -0.62
C -3.92 0.85 3.12 -0.47
C -2.19 -1.11 3.05 -1.39
C -1.88 0.56 -1.90 0.02
C 1.34 -0.63 1.95 -0.89
C -4.78 0.48 1.92 -1.10
C 4.31 -2.45 -2.74 0.53
C -3.25 -0.32 3.84 -0.82
C 0.30 1.69 -2.57 -0.37
C 3.17 -3.31 -3.43 0.51
C 1.37 1.67 -3.65 -0.96
C -3.02 1.41 -1.33 -1.12
C 3.79 -1.25 -1.95 -1.06
C -3.96 0.08 0.69 -0.22
C -1.09 1.22 -3.05 -0.86
H -3.35 -0.80 0.89 0.09
H -5.35 1.37 1.63 0.36
H -1.59 2.10 -3.44 0.43
H 2.19 0.04 2.00 0.24
H -2.05 1.03 0.47 -0.05
H -1.58 0.67 1.96 0.03
H -3.95 1.14 -1.82 0.37
H -0.97 0.54 -3.90 0.44
H 3.42 0.85 -2.11 0.48
H -3.22 1.63 2.83 0.28
H 4.37 0.22 -3.46 0.50
H 1.62 -1.62 2.29 0.25
H -2.22 -0.41 -2.24 0.43
H -4.05 -1.03 4.07 0.35
H 0.64 1.08 -1.73 0.22
H -4.57 1.33 3.86 0.37
H 0.28 -0.50 3.85 0.34
H -1.63 -1.71 3.77 0.57
H -1.16 0.36 -1.12 -0.27
H 0.38 0.99 2.94 0.22
H -2.83 2.46 -1.57 0.43
H -2.85 0.00 4.79 0.35
H -2.70 -1.85 2.42 0.49
H 2.38 -0.15 -5.02 0.22
H 2.22 2.32 -3.43 0.45
H 1.01 -0.66 0.91 0.19
H 0.20 2.72 -2.24 0.44
H -1.03 -0.84 1.29 0.22
H 0.98 1.94 -4.62 0.52
H 4.58 -0.99 -1.25 0.52
H -3.37 2.17 0.66 0.51
H -5.53 -0.27 2.17 0.39
H 2.92 -1.51 -1.36 0.43
H -4.64 -0.20 -0.12 0.59
```

# 5
The following is a DFT calculation (ωB97M-V with the def2-TZVPD basis set) of a 3-piece molecular cluster, C4H13NO2 overall at a distorted geometry.

Properties
**Frontier orbital gap**: 9.15 eV
**Net charge**: 0
**SMILES string**: CC(C)=CN.O.O
**LUMO energy**: 0.67 eV
**Strongest force on any atom**: 0.0554 Eh/bohr
**Relative energy (zero: lowest compared OMol25 entry of this formula, charge and spin)**: 147.47 kJ/mol

The geometry in XYZ format:
```
20
Properties=species:S:1:pos:R:3:mulliken_charge:R:1
O 3.12 0.28 -2.31 -0.63
O 0.94 2.07 -0.65 -0.61
N -0.04 -1.15 -1.37 -0.37
C -0.95 -0.34 0.72 0.55
C 0.35 -0.24 1.54 -0.94
C -2.10 0.14 1.59 -1.35
C -1.11 -0.94 -0.47 -0.37
H -3.11 -0.15 1.31 0.40
H -1.96 -0.16 2.62 0.33
H 2.93 0.58 -1.41 0.36
H -2.14 1.26 1.62 0.26
H -0.01 1.91 -0.64 0.35
H 1.26 1.25 -1.04 0.12
H 1.12 -0.40 0.76 0.18
H 0.48 0.76 1.99 0.30
H -0.47 -1.52 -2.21 0.24
H 0.71 -1.73 -1.02 0.21
H 0.58 -0.92 2.35 0.34
H 2.46 0.77 -2.82 0.34
H -2.07 -1.45 -0.55 0.30
```

# 6
The following is a DFT calculation (ωB97M-V with the def2-TZVPD basis set) of C5H4NO4S2 as an isolated structure at a distorted geometry.

Properties
**Frontier orbital gap**: 8.43 eV
**Net charge**: -1
**LUMO energy**: 2.54 eV
**Strongest force on any atom**: 0.0829 Eh/bohr
**Relative energy (zero: lowest compared OMol25 entry of this formula, charge and spin)**: 145.19 kJ/mol

The geometry in XYZ format:
```
16
Properties=species:S:1:pos:R:3:mulliken_charge:R:1
S 3.40 0.47 -1.07 -0.27
S -0.94 1.75 0.29 1.08
O -0.55 -3.00 -0.67 -0.61
O -1.04 -2.46 1.50 -0.55
O 0.07 2.52 1.01 -0.61
O -2.14 2.49 0.01 -0.64
N -0.41 1.21 -1.40 -0.58
C 2.21 0.61 -0.01 -0.29
C -0.86 -0.65 -0.14 0.51
C -1.13 0.12 0.92 -0.62
C -0.84 -2.15 0.16 0.22
C -0.39 -0.07 -1.32 -0.36
H 2.04 1.55 0.41 0.27
H -1.24 -1.46 1.86 0.58
H 0.06 -0.70 -1.99 0.58
H 1.78 -0.24 0.45 0.29
```